C5H7N | the ωB97M-V functional and the def2-TZVPD basis

Output
**Orbital gap**: 10.4 eV
**SMILES**: C#CCN1CC1
**Electronic energy**: -249.350898 Ha
**E_HOMO**: -0.341 Eh
**Energy above the lowest of the compared OMol25 structures with the same formula, charge and spin**: 76.8 kcal per mole

Geometry (Å):
C: -2.19173 -0.97374 0.72139
C: -1.00371 -0.85517 0.87137
C: 0.42943 -0.59389 1.05340
N: 0.98924 0.49320 0.24625
C: 0.13215 1.25455 -0.64387
C: 1.11829 0.29109 -1.18203
H: -3.24759 -1.05979 0.60058
H: 0.59330 -0.34365 2.10765
H: 1.00163 -1.50693 0.84936
H: 0.32022 2.32224 -0.67114
H: -0.91277 0.96214 -0.72741
H: 2.05529 0.63656 -1.61260
H: 0.71624 -0.62662 -1.61294